Below is a molecular structure, C22H47N9S2Y, with properties calculated with ωB97M-V/def2-TZVPD.

The geometry in XYZ format:
```
81
Properties=species:S:1:pos:R:3
Y -0.500 -0.390 0.582
C -0.652 -1.833 4.051
C 0.664 -1.087 3.889
N 1.049 -0.768 2.481
C 1.940 0.425 2.401
C 1.128 1.686 2.602
N -0.015 1.786 1.650
C -1.088 2.573 2.327
C -2.241 3.069 1.442
C -2.455 2.413 0.087
N -2.556 0.930 0.067
C -3.749 0.387 0.764
C -3.444 0.026 2.203
N -2.260 -0.872 2.304
C -1.902 -1.021 3.746
H -0.716 -2.106 5.106
H -0.649 -2.787 3.514
H 1.470 -1.659 4.351
H 0.593 -0.154 4.445
H 1.606 -1.557 2.164
H 2.428 0.430 1.419
H 2.736 0.379 3.148
H 1.770 2.567 2.545
H 0.709 1.681 3.607
H 0.317 2.327 0.841
H -0.636 3.438 2.815
H -1.468 1.944 3.132
H -2.098 4.129 1.229
H -3.161 3.021 2.029
H -1.628 2.674 -0.572
H -3.356 2.843 -0.355
H -2.687 0.692 -0.914
H -4.077 -0.502 0.221
H -4.577 1.099 0.735
H -4.323 -0.435 2.660
H -3.223 0.921 2.779
H -2.577 -1.795 2.001
H -2.753 -1.458 4.272
H -1.772 -0.013 4.148
S -2.196 -1.797 -1.474
C -1.602 -2.172 -3.020
N -2.357 -2.630 -3.986
C -1.695 -3.065 -5.226
C -0.385 -2.284 -5.279
S 0.050 -1.997 -3.525
H -3.340 -2.812 -3.825
H -2.326 -2.844 -6.084
H -1.526 -4.140 -5.179
H -0.496 -1.318 -5.765
H 0.412 -2.845 -5.760
N -0.347 -3.111 0.779
C 0.956 -3.112 0.200
C 1.811 -4.199 0.276
C 3.072 -4.090 -0.288
C 3.423 -2.904 -0.920
C 2.508 -1.876 -0.938
N 1.289 -1.944 -0.370
H -0.420 -3.782 1.535
H -1.040 -3.369 0.075
H 1.491 -5.115 0.755
H 3.764 -4.921 -0.245
H 4.391 -2.782 -1.387
H 2.764 -0.948 -1.437
C 2.143 2.337 -3.317
C 2.054 2.852 -1.880
C 1.911 4.370 -1.866
C 3.276 2.433 -1.072
N 0.828 2.350 -1.185
N 0.670 0.908 -1.237
H 3.007 2.774 -3.817
H 1.256 2.619 -3.891
H 2.267 1.250 -3.367
H 2.765 4.828 -2.363
H 1.867 4.752 -0.844
H 1.012 4.688 -2.400
H 4.170 2.891 -1.494
H 3.455 1.351 -1.093
H 3.189 2.763 -0.035
H 0.028 2.736 -1.677
H 1.613 0.549 -1.100
H 0.440 0.606 -2.187
```

Summary:
Spin multiplicity: 1
LUMO (eV): -7.87
Gap between HOMO and LUMO (eV): 9.58
HOMO level (eV): -17.45
Charge: +3
Relative energy (zero: lowest compared OMol25 entry of this formula, charge and spin) (kcal per mole): 0.0


Below is 3 unconnected molecules or ions with the total composition C22H48BClN6O3P in a non-equilibrium geometry, with properties calculated with ωB97M-V/def2-TZVPD.

The geometry in XYZ format:
```
82
Properties=species:S:1:pos:R:3
C 0.451 2.842 -2.163
C 1.931 2.417 -1.695
C 2.831 3.702 -1.685
Cl 3.358 4.169 -3.369
C 4.076 3.640 -0.726
C 5.093 2.535 -0.667
P 4.989 1.046 -1.790
O 5.069 1.515 -3.214
C 6.174 2.730 0.339
B 7.313 1.574 0.529
O 7.654 1.293 1.858
O 7.942 0.938 -0.516
N 6.284 3.794 1.133
N 5.385 4.726 0.994
N 5.560 5.859 1.822
C 4.304 4.779 0.180
C 3.360 6.015 0.222
C 2.323 5.857 1.405
C 2.539 4.943 2.635
N 1.225 6.496 1.361
H 0.478 3.129 -3.242
H -0.303 2.052 -1.962
H 0.164 3.742 -1.557
H 1.957 1.829 -0.750
H 2.319 1.742 -2.501
H 2.155 4.534 -1.371
H 3.728 0.377 -1.674
H 5.994 0.068 -1.585
H 7.011 0.693 2.270
H 7.845 1.465 -1.330
H 6.146 6.487 1.253
H 6.175 5.577 2.596
H 2.837 6.160 -0.752
H 3.946 6.954 0.380
H 3.593 4.898 2.992
H 2.217 3.887 2.447
H 1.939 5.374 3.473
H 1.178 7.042 0.492
C 0.452 -1.452 -3.045
C -0.835 -1.734 -2.283
N -1.984 -1.004 -2.793
C -3.138 -1.055 -1.904
C -3.790 -2.418 -1.659
C -2.276 -1.180 -4.210
C -2.536 -2.603 -4.713
H 0.688 -0.384 -3.073
H 1.287 -1.953 -2.546
H 0.408 -1.834 -4.066
H -0.665 -1.436 -1.243
H -1.007 -2.819 -2.271
H -3.900 -0.359 -2.265
H -2.830 -0.651 -0.932
H -4.380 -2.741 -2.517
H -4.478 -2.348 -0.812
H -3.061 -3.194 -1.421
H -1.442 -0.765 -4.784
H -3.128 -0.549 -4.480
H -1.816 -3.324 -4.321
H -2.451 -2.623 -5.802
H -3.541 -2.943 -4.467
C -4.665 -5.942 1.182
C -4.889 -5.695 2.668
N -3.940 -4.761 3.254
C -3.975 -4.742 4.710
C -5.259 -4.256 5.387
C -3.850 -3.459 2.612
C -5.130 -2.622 2.521
H -3.642 -6.271 0.985
H -5.340 -6.724 0.831
H -4.864 -5.050 0.583
H -4.783 -6.661 3.172
H -5.929 -5.376 2.820
H -3.134 -4.148 5.081
H -3.774 -5.760 5.062
H -5.363 -3.173 5.326
H -5.232 -4.511 6.450
H -6.153 -4.719 4.967
H -3.465 -3.603 1.598
H -3.077 -2.865 3.110
H -5.994 -3.208 2.204
H -4.992 -1.827 1.782
H -5.363 -2.137 3.468
```

Summary:
Spin multiplicity: 1
LUMO (eV): -5.49
Gap between HOMO and LUMO (eV): 3.83
HOMO level (eV): -9.32
Charge: +1


- Which formula does entry 2 have?
  C22H48BClN6O3P


- What is the formula in the first record?
  C22H47N9S2Y